ORCA calculation (ωB97M-V/def2-TZVPD) on 17 unconnected molecules or ions with the total composition C34H85N17O17 in a non-equilibrium geometry.

The LUMO energy is -0.3 eV. As for the maximum force: 4.05 eV/Å. As for the HOMO energy: -9.2 eV. The value obtained for the molar mass is 1004.156 g/mol. The value obtained for the gap between HOMO and LUMO is 0.3261 Eh. The calculation puts the total energy at -3556.81549 Ha.

Atoms and positions in Å:
O1 -7.066 2.027 2.021
C1 -6.260 2.870 1.626
N1 -5.772 3.838 2.520
C2 -5.792 3.008 0.165
H1 -6.001 3.823 3.490
H2 -5.112 4.510 2.189
H3 -6.676 2.935 -0.462
H4 -5.101 2.206 -0.114
H5 -5.273 3.949 -0.008
O2 8.829 -2.667 0.691
C3 8.159 -1.821 1.245
N2 8.547 -1.087 2.326
C4 6.631 -1.687 0.846
H6 8.131 -0.208 2.519
H7 9.519 -1.130 2.557
H8 6.100 -2.385 1.501
H9 6.466 -1.876 -0.219
H10 6.330 -0.642 1.001
O3 2.177 -0.043 2.350
C5 3.393 0.150 2.341
N3 4.264 -0.510 3.050
C6 3.894 1.301 1.541
H11 3.874 -1.236 3.628
H12 5.188 -0.161 3.125
H13 4.867 1.171 1.069
H14 3.904 2.196 2.171
H15 3.296 1.601 0.695
O4 0.746 2.637 -4.092
C7 0.245 2.295 -5.147
N4 0.359 2.936 -6.339
C8 -0.480 0.891 -5.150
H16 -0.222 2.555 -7.060
H17 0.322 3.946 -6.205
H18 -1.443 0.982 -5.661
H19 -0.636 0.559 -4.127
H20 0.215 0.192 -5.609
O5 0.228 6.380 -5.465
C9 0.755 6.508 -4.381
N5 1.196 5.543 -3.547
C10 1.022 7.935 -3.819
H21 1.006 4.551 -3.711
H22 1.322 5.841 -2.606
H23 0.101 8.488 -3.627
H24 1.460 8.666 -4.509
H25 1.685 7.997 -2.951
O6 -1.773 -4.018 -4.713
C11 -1.690 -3.032 -5.451
N6 -0.613 -2.634 -6.098
C12 -2.916 -2.145 -5.679
H26 0.305 -3.044 -5.905
H27 -0.711 -1.874 -6.742
H28 -3.110 -1.900 -6.725
H29 -2.852 -1.159 -5.215
H30 -3.849 -2.619 -5.378
O7 2.173 -3.593 -5.454
C13 2.609 -3.827 -4.325
N7 1.841 -3.819 -3.210
C14 3.992 -4.284 -4.130
H31 0.846 -3.688 -3.346
H32 2.160 -4.193 -2.341
H33 4.650 -4.196 -4.988
H34 3.983 -5.370 -4.010
H35 4.523 -3.820 -3.304
O8 -0.953 3.512 2.547
C15 -1.420 2.718 3.349
N8 -0.954 1.438 3.547
C16 -2.559 3.149 4.359
H36 -1.532 0.727 3.974
H37 -0.165 1.172 2.982
H38 -2.997 4.080 4.009
H39 -2.076 3.247 5.332
H40 -3.329 2.375 4.372
O9 -1.934 -1.258 4.140
C17 -2.480 -1.732 3.187
N9 -2.133 -2.885 2.614
C18 -3.768 -1.023 2.528
H41 -1.463 -3.475 3.093
H42 -2.476 -3.185 1.711
H43 -4.537 -1.122 3.288
H44 -4.082 -1.442 1.567
H45 -3.522 0.020 2.312
O10 -1.540 -0.069 -0.906
C19 -0.475 -0.115 -0.300
N10 -0.301 -0.228 0.996
C20 0.846 -0.268 -1.090
H46 -1.131 -0.322 1.549
H47 0.638 -0.370 1.354
H48 1.116 0.593 -1.703
H49 0.646 -1.121 -1.764
H50 1.728 -0.473 -0.479
O11 -3.397 -1.815 7.252
C21 -2.873 -0.781 7.599
N11 -1.865 -0.101 6.920
C22 -3.319 -0.011 8.936
H51 -1.681 0.814 7.275
H52 -1.504 -0.423 6.035
H53 -4.275 -0.455 9.228
H54 -3.594 1.023 8.712
H55 -2.620 -0.146 9.759
O12 1.255 -5.219 0.643
C23 2.008 -4.640 1.374
N12 2.315 -4.921 2.721
C24 2.663 -3.433 0.898
H56 1.987 -5.723 3.218
H57 2.994 -4.406 3.236
H58 2.109 -2.534 1.146
H59 2.726 -3.258 -0.168
H60 3.619 -3.279 1.407
O13 -1.644 4.903 -2.132
C25 -1.311 4.444 -1.045
N13 -1.872 4.840 0.077
C26 -0.102 3.560 -0.907
H61 -2.719 5.368 0.019
H62 -1.484 4.689 0.995
H63 0.646 4.015 -1.541
H64 -0.234 2.535 -1.243
H65 0.142 3.435 0.153
O14 -4.929 1.056 -4.508
C27 -5.067 0.670 -3.370
N14 -6.161 0.850 -2.616
C28 -3.871 0.083 -2.660
H66 -6.203 0.494 -1.683
H67 -7.019 0.905 -3.120
H68 -3.042 0.776 -2.721
H69 -3.499 -0.830 -3.142
H70 -4.085 -0.198 -1.628
O15 -2.945 -4.576 0.350
C29 -2.613 -4.602 -0.820
N15 -1.306 -4.746 -1.208
C30 -3.584 -4.369 -1.967
H71 -0.683 -5.155 -0.522
H72 -1.112 -4.788 -2.199
H73 -3.511 -5.220 -2.631
H74 -3.301 -3.427 -2.442
H75 -4.610 -4.168 -1.642
O16 2.208 -1.126 7.972
C31 1.858 -0.863 6.835
N16 1.590 0.389 6.245
C32 1.798 -2.035 5.799
H76 1.808 1.272 6.671
H77 0.958 0.355 5.472
H78 1.036 -2.794 5.995
H79 2.733 -2.593 5.905
H80 1.584 -1.768 4.769
O17 4.096 -0.381 -1.383
C33 4.191 0.234 -2.427
N17 5.027 1.327 -2.518
C34 3.391 -0.060 -3.652
H81 5.603 1.544 -1.735
H82 5.078 1.888 -3.346
H83 2.346 0.219 -3.537
H84 3.473 -1.097 -3.964
H85 3.680 0.486 -4.550